DFT (wB97M-V/def2-TZVPD) results for one molecule with the formula C4H9NOS in a non-equilibrium geometry.

Output
strongest force on any atom: 2.7 eV/A
HOMO energy: -0.3383 Ha
total charge: 0
orbital gap: 9.96 eV
structure (SMILES): C[C@H](CS)NC=O
relative energy (zero: lowest compared OMol25 entry of this formula, charge and spin): 39.72 kcal per mole

CARTESIAN COORDINATES (ANGSTROEM)
S: 1.0562 2.1226 1.8084
O: 0.0873 -0.2580 -2.8745
N: -0.8743 -0.6535 -0.8584
C: 0.9396 -0.9815 0.7722
C: 0.2386 -0.0162 -0.1511
C: -0.8440 -0.6669 -2.2230
C: -0.2269 1.2699 0.7237
H: 1.4598 -1.7253 0.1227
H: 0.2582 2.2980 2.8875
H: -1.4484 -1.3460 -0.5109
H: -1.7294 -0.9388 -2.7656
H: -1.0588 1.0136 1.3612
H: 1.7859 -0.7484 1.4607
H: 0.8683 0.2570 -1.1226
H: -0.7094 1.8664 -0.1052
H: 0.1975 -1.4928 1.4747